Record 1
Here is a structure of composition C22H31BN6OPd in a non-equilibrium geometry from OMol25. Energies are from the ωB97M-V functional and the def2-TZVPD basis.

```
62
Properties=species:S:1:pos:R:3:nbo_charge:R:1
C -0.58 -1.55 2.65 -0.013
N 0.33 -1.20 1.73 -0.151
N 1.55 -1.71 2.09 -0.279
C 1.40 -2.41 3.23 0.204
C 0.05 -2.33 3.63 0.010
B 2.82 -1.43 1.22 0.502
N 2.58 -1.73 -0.30 -0.339
N 1.44 -1.29 -0.95 -0.323
C 1.52 -1.69 -2.24 0.020
C 2.70 -2.43 -2.41 -0.278
C 3.34 -2.43 -1.17 0.065
Pd 0.19 0.01 0.11 0.967
N 3.25 0.06 1.38 -0.290
N 2.45 1.12 1.00 -0.223
C 3.13 2.23 1.32 -0.023
C 4.37 1.90 1.89 0.018
C 4.41 0.52 1.89 0.143
H 2.76 3.25 1.17 0.268
H 5.18 -0.18 2.23 0.290
H 5.13 2.57 2.27 0.297
H 3.69 -2.15 1.60 0.034
H 4.27 -2.88 -0.84 0.272
H 2.25 -2.92 3.66 0.298
H 3.05 -2.90 -3.32 0.295
H -0.43 -2.75 4.48 0.299
H 0.78 -1.44 -3.00 0.256
H -1.62 -1.22 2.61 0.272
H 0.77 1.42 -0.74 0.260
C -0.06 1.31 -1.51 -0.874
H 0.42 1.07 -2.46 0.302
H -0.82 0.51 -1.32 0.228
H -0.57 2.27 -1.41 0.276
C -4.08 -1.32 0.92 -0.596
C -3.08 -0.55 0.06 -0.284
C -3.34 -0.86 -1.41 -0.601
C -3.15 0.95 0.38 0.168
C -4.30 1.64 0.03 -0.044
C -4.44 3.00 0.35 -0.117
C -3.42 3.69 1.01 -0.014
C -2.26 3.04 1.39 0.180
C -1.15 3.80 2.12 -0.278
C -0.65 4.99 1.30 -0.596
C -1.66 4.27 3.48 -0.590
C -2.12 1.65 1.08 0.401
O -0.98 1.08 1.39 -0.597
H -5.11 -1.01 0.68 0.246
H -3.90 -1.13 1.98 0.211
H -4.00 -2.40 0.74 0.272
H -2.05 -0.90 0.30 0.197
H -4.36 -0.58 -1.70 0.242
H -2.63 -0.34 -2.06 0.208
H -3.23 -1.95 -1.58 0.271
H -5.10 1.09 -0.47 0.283
H -5.36 3.53 0.09 0.299
H -3.50 4.75 1.28 0.284
H -0.32 3.10 2.28 0.231
H -1.47 5.69 1.09 0.233
H 0.15 5.53 1.83 0.268
H -0.24 4.65 0.34 0.209
H -1.98 3.41 4.08 0.227
H -0.88 4.80 4.04 0.274
H -2.52 4.94 3.35 0.229
```

Computed properties:
Kohn-Sham gap (alpha / beta) in eV: 7.35 / 4.06
⟨S²⟩: 6.037
2S+1: 5
Highest occupied orbital energy (alpha / beta) in eV: -20.47 / -20.44
Lowest unoccupied orbital energy (alpha / beta) in eV: -13.122 / -16.378
Charge: +4

Record 2
Here is a structure of composition C22H31Cl5F5NO2PtSi4Te from OMol25. Energies are from the ωB97M-V functional and the def2-TZVPD basis.

```
72
Properties=species:S:1:pos:R:3:lowdin_charge:R:1
Pt -0.02 1.27 2.29 0.943
Cl -0.44 -3.44 7.57 0.576
C 0.07 -2.28 6.37 -0.734
C 1.41 -1.97 6.23 -0.738
Cl 2.60 -2.74 7.23 0.575
C 1.79 -1.03 5.26 -0.612
Cl 3.47 -0.62 5.07 0.653
C 0.88 -0.39 4.43 -0.392
O 1.32 0.49 3.56 -0.356
C -0.54 -0.71 4.55 -0.465
O -1.42 -0.15 3.81 -0.237
C -0.87 -1.66 5.55 -0.616
Cl -2.57 -2.03 5.72 0.614
F -0.33 4.00 3.15 -0.021
C 0.65 3.11 2.68 -0.479
F 1.12 3.77 1.52 -0.047
C 1.81 3.33 3.67 -0.618
F 2.93 2.72 3.27 0.142
F 2.11 4.65 3.78 0.103
F 1.51 2.92 4.90 0.147
C -2.32 -3.00 -2.42 -0.232
Si -0.43 -2.92 -2.51 0.305
C 0.26 -4.41 -1.58 -0.235
C 0.04 -3.19 -4.33 -0.225
Si 0.29 -0.93 -1.51 -0.077
Te 0.01 -1.25 0.91 0.472
Si 2.58 -0.63 -1.87 0.309
C 3.52 -2.01 -1.00 -0.232
C 3.15 1.01 -1.13 -0.213
C 3.11 -0.65 -3.70 -0.227
Si -0.87 0.78 -2.60 0.337
C -0.92 0.49 -4.48 -0.228
C -0.03 2.46 -2.39 -0.213
C -2.67 0.91 -2.07 -0.202
H -2.68 -4.01 -2.63 0.019
H -2.78 -2.32 -3.15 0.008
H -2.66 -2.71 -1.42 0.022
H -0.19 -5.33 -1.96 0.019
H 0.04 -4.32 -0.51 0.004
H 1.34 -4.48 -1.70 0.013
H -0.38 -4.14 -4.67 0.019
H 1.13 -3.24 -4.45 0.007
H -0.32 -2.39 -4.99 0.002
H 3.19 -2.09 0.03 0.009
H 4.60 -1.81 -1.02 0.021
H 3.35 -2.98 -1.49 0.011
H 2.80 1.10 -0.10 0.026
H 2.78 1.86 -1.69 0.005
H 4.24 1.05 -1.12 0.024
H 2.73 -1.53 -4.22 -0.001
H 4.20 -0.65 -3.77 0.017
H 2.74 0.23 -4.23 0.011
H 0.08 0.35 -4.90 0.016
H -1.39 1.34 -4.97 0.021
H -1.51 -0.40 -4.72 0.006
H 0.94 2.46 -2.90 0.013
H 0.16 2.69 -1.34 0.012
H -0.65 3.25 -2.82 0.027
H -3.20 -0.03 -2.28 0.016
H -3.17 1.71 -2.62 0.031
H -2.77 1.10 -1.01 -0.004
Cl -3.06 5.27 -0.41 0.651
C -2.99 3.73 0.41 -0.644
C -4.15 3.09 0.78 -0.100
C -4.02 1.86 1.41 -0.044
C -2.76 1.33 1.64 -0.126
N -1.64 2.00 1.30 -0.112
C -1.75 3.18 0.69 -0.161
H -5.11 3.53 0.59 0.103
H -4.88 1.30 1.73 0.111
H -2.60 0.38 2.13 0.076
H -0.84 3.69 0.43 0.097
```

Computed properties:
Kohn-Sham gap in eV: 5.02
Highest occupied orbital energy in eV: -1.17
Lowest unoccupied orbital energy in eV: 3.843
Charge: -2

Record 3
Here is an isolated molecule of C22H31FN6O2 in a non-equilibrium geometry from OMol25. Energies are from the ωB97M-V functional and the def2-TZVPD basis.

```
62
Properties=species:S:1:pos:R:3:nbo_charge:R:1
C 3.46 -5.72 -2.01 -0.607
C 2.34 -5.13 -2.85 -0.212
C 1.16 -6.10 -2.92 -0.598
C 1.86 -3.78 -2.29 -0.400
C 2.94 -2.69 -2.33 -0.224
N 2.38 -1.40 -2.00 -0.615
C 2.52 -0.85 -0.79 0.676
O 3.21 -1.31 0.10 -0.646
C 1.78 0.49 -0.57 -0.127
C 1.90 1.45 -1.76 -0.622
N 0.39 0.28 -0.15 -0.416
C -0.49 -0.22 -1.04 0.686
O -0.19 -0.53 -2.18 -0.654
C -1.96 -0.41 -0.61 -0.314
N -2.64 0.83 -0.42 0.005
N -3.16 1.52 -1.41 -0.020
N -3.67 2.59 -0.91 -0.259
C -3.46 2.53 0.42 0.263
C -3.87 3.55 1.36 -0.119
C -4.58 4.66 0.91 -0.146
C -4.96 5.65 1.80 -0.280
C -4.64 5.50 3.13 0.406
F -5.01 6.46 4.00 -0.321
C -3.94 4.40 3.61 -0.281
C -3.56 3.42 2.72 -0.154
N -2.81 1.41 0.74 -0.276
C 0.09 0.61 1.23 -0.042
C 1.00 -0.12 2.25 -0.446
C 1.67 0.97 3.08 -0.399
C 0.70 2.15 2.99 -0.400
C 0.23 2.11 1.54 -0.419
H 3.74 -6.71 -2.38 0.208
H 3.14 -5.83 -0.97 0.203
H 4.35 -5.09 -2.03 0.208
H 2.71 -4.96 -3.87 0.190
H 0.36 -5.70 -3.54 0.206
H 1.48 -7.05 -3.35 0.207
H 0.77 -6.29 -1.93 0.200
H 1.00 -3.44 -2.87 0.203
H 1.53 -3.92 -1.25 0.202
H 3.37 -2.64 -3.33 0.190
H 3.72 -2.90 -1.60 0.229
H 1.62 -1.06 -2.59 0.432
H 2.29 0.95 0.28 0.233
H 1.51 2.43 -1.48 0.214
H 1.34 1.10 -2.62 0.235
H 2.94 1.56 -2.03 0.222
H -2.44 -0.93 -1.45 0.263
H -2.05 -1.01 0.30 0.241
H -4.81 4.74 -0.14 0.239
H -5.51 6.52 1.47 0.234
H -3.71 4.33 4.66 0.233
H -3.01 2.56 3.05 0.228
H -0.95 0.33 1.43 0.231
H 1.73 -0.76 1.75 0.256
H 0.39 -0.76 2.89 0.207
H 2.63 1.25 2.63 0.200
H 1.86 0.66 4.10 0.215
H -0.15 1.98 3.66 0.194
H 1.16 3.10 3.26 0.215
H 0.99 2.56 0.90 0.202
H -0.71 2.64 1.39 0.223
```

Computed properties:
Kohn-Sham gap in eV: 9.52
Highest occupied orbital energy in eV: -9.08
Lowest unoccupied orbital energy in eV: 0.435

Ordered ΔE to the lowest compared entry with this formula, charge and spin results: 0.0, 0.0, 19.1; unit kJ/mol.